This record from the OMol25 dataset describes a structure of composition C32H59N4OP2SSr at a distorted geometry. The level of theory is the ωB97M-V functional and the def2-TZVPD basis.

Its net charge is +1. Its strongest force on any atom is 5.7 eV/Å. The calculation puts the frontier orbital gap (spin up / spin down) at 5.45 / 5.45 eV. The value obtained for the electronic energy is -2660.33840 a.u.

Cartesian coordinates (Å):
Sr (-0.457, 0.571, 0.271)
H (-5.193, 5.065, -0.188)
H (-1.549, -1.892, 4.289)
H (1.757, -5.070, 1.000)
H (1.679, 3.228, 1.950)
H (2.229, -3.241, -4.586)
H (2.505, 3.961, 3.338)
H (-1.128, -1.490, 2.611)
C (2.392, 1.918, 5.092)
C (-0.461, -3.365, -4.150)
C (2.283, 3.006, 2.840)
C (0.370, -0.514, 5.610)
H (-4.368, 5.016, -1.758)
H (1.823, 1.524, 5.938)
H (1.435, 0.564, -2.904)
H (3.239, 2.570, 2.525)
H (-0.971, -4.838, -1.655)
C (0.192, 2.805, 4.192)
H (-1.150, 2.260, -4.891)
H (-1.678, -0.207, 3.734)
C (0.786, -4.032, -0.656)
H (-0.103, -1.330, 6.181)
P (-0.244, -0.934, -2.912)
H (-0.344, -5.870, -0.351)
O (-4.301, -0.294, 0.419)
H (2.315, -3.399, 0.738)
N (-0.386, -1.765, -0.403)
H (-5.484, 3.118, 1.482)
N (2.019, -0.162, 0.169)
C (-2.560, 3.728, 0.636)
P (1.127, 0.455, 2.999)
H (0.702, -2.358, -6.380)
C (1.524, 2.117, 3.843)
H (-3.136, 0.854, -4.686)
H (-3.193, -0.547, -3.590)
H (2.775, 2.901, 5.399)
C (-0.496, 1.445, -4.544)
C (1.768, -4.651, -1.647)
H (-2.414, 2.210, -2.680)
N (-3.112, 4.703, -0.126)
H (3.043, -1.114, 2.935)
C (3.559, -0.191, -1.689)
C (-1.298, 0.567, -3.580)
H (1.332, -2.503, 2.947)
H (-4.619, 4.595, 2.005)
H (1.387, -0.398, 6.006)
H (-1.498, -3.163, -4.450)
H (-4.708, 3.492, -0.897)
C (-1.714, 1.421, -2.365)
C (4.618, 0.016, -0.820)
C (0.380, -0.908, 4.129)
C (0.362, -2.534, -0.946)
H (-2.308, -0.652, -5.123)
H (1.978, -2.711, -2.900)
H (-0.063, -4.162, -4.791)
C (-3.199, 0.036, 0.455)
C (-4.607, 3.500, 2.016)
H (5.175, 0.140, 1.291)
H (0.574, -3.038, 4.461)
H (-0.376, 3.057, 3.283)
H (-2.872, 2.301, 1.988)
H (-1.248, -4.372, 0.017)
H (-0.634, -1.251, -6.025)
C (0.415, -2.109, -4.280)
C (0.368, -1.554, -5.705)
H (-0.447, 2.200, 4.848)
H (5.623, 0.175, -1.199)
H (2.128, -2.184, 4.517)
C (4.380, 0.026, 0.553)
H (0.736, -3.701, 1.488)
C (1.160, -2.227, 3.996)
H (-0.853, 1.957, -1.921)
H (-4.655, 3.160, 3.055)
H (3.256, 1.268, 4.911)
H (1.064, -0.715, -5.835)
H (3.583, 0.541, 3.009)
H (1.380, -4.614, -2.674)
C (1.436, -4.055, 0.724)
H (-2.254, 0.836, -1.600)
C (3.068, -0.085, 1.009)
H (1.917, -5.715, -1.386)
H (-0.156, 0.900, -5.432)
H (-2.416, 5.215, -0.667)
C (-0.517, -4.830, -0.659)
H (0.418, 3.744, 4.718)
H (0.374, 1.907, -4.066)
C (2.834, -0.109, 2.535)
C (2.231, -0.292, -1.194)
S (-0.860, 3.477, 0.617)
H (2.743, -4.145, -1.592)
C (-1.077, -1.127, 3.653)
C (1.876, -2.416, -3.948)
C (-2.550, 0.012, -4.283)
H (2.529, -1.550, -4.116)
H (-0.481, -3.721, -3.112)
N (-3.380, 2.972, 1.408)
H (3.697, -0.229, -2.772)
H (-0.212, 0.397, 5.805)
C (1.177, -0.232, -2.188)
C (-4.426, 4.546, -0.771)

Results of the Mulliken charge analysis, in e, for atoms 1 through 99:
1 Sr 0.82
2 H 0.34
3 H 0.58
4 H 0.49
5 H 0.08
6 H 0.58
7 H 0.56
8 H 0.16
9 C -1.73
10 C -1.86
11 C -1.61
12 C -1.94
13 H 0.36
14 H 0.36
15 H 0.22
16 H 0.30
17 H 0.41
18 C -1.39
19 H 0.56
20 H 0.24
21 C 2.38
22 H 0.52
23 P 1.22
24 H 0.46
25 O -0.16
26 H 0.31
27 N -0.28
28 H 0.33
29 N 1.28
30 C 0.47
31 P 1.22
32 H 0.50
33 C 1.46
34 H 0.50
35 H 0.30
36 H 0.55
37 C -1.88
38 C -1.94
39 H 0.76
40 N -0.25
41 H 0.73
42 C -1.12
43 C 1.94
44 H 0.12
45 H 0.37
46 H 0.36
47 H 0.39
48 H 0.29
49 C -1.45
50 C -1.06
51 C 2.20
52 C -0.63
53 H 0.29
54 H 0.06
55 H 0.43
56 C 0.17
57 C -1.13
58 H 0.51
59 H 0.55
60 H 0.04
61 H 0.07
62 H 0.28
63 H 0.31
64 C 2.32
65 C -1.98
66 H 0.21
67 H 0.43
68 H 0.43
69 C -0.79
70 H 0.26
71 C -2.18
72 H -0.05
73 H 0.36
74 H 0.25
75 H 0.41
76 H 0.63
77 H 0.23
78 C -1.67
79 H -0.23
80 C 0.11
81 H 0.55
82 H 0.29
83 H 0.34
84 C -1.61
85 H 0.49
86 H 0.32
87 C -1.79
88 C 1.35
89 S -0.46
90 H 0.38
91 C -1.70
92 C -1.71
93 C -1.72
94 H 0.21
95 H 0.32
96 N 0.14
97 H 0.47
98 H 0.31
99 C -1.87

***

This record from the OMol25 dataset describes a cluster of 3 separate species, C32H60Cl2N4O13P3S2 in total at a distorted geometry. The level of theory is the ωB97M-V functional and the def2-TZVPD basis.

Its net charge is -1. Its strongest force on any atom is 8.9 eV/Å. The calculation puts the frontier orbital gap at 2.96 eV. The value obtained for the electronic energy is -5192.93030 a.u.

Cartesian coordinates (Å):
H (-6.709, 0.600, -3.894)
H (0.210, 2.757, -0.420)
Cl (-3.910, -0.997, -5.580)
O (5.114, 3.334, 4.096)
H (-4.817, 1.194, -3.131)
Cl (-0.318, 2.383, -3.919)
C (-1.881, -1.142, -1.876)
H (1.736, -1.620, -2.741)
C (7.612, 6.159, 3.127)
H (-4.854, -3.077, -0.485)
H (7.127, 7.110, 2.901)
C (3.580, -3.776, -2.637)
H (-1.224, 1.901, -1.789)
O (-3.302, -1.369, -1.932)
S (-1.496, -0.915, -0.061)
H (2.913, -1.488, -5.305)
O (1.230, 0.581, 7.998)
C (-9.124, -2.924, -2.340)
C (-5.459, -0.405, -1.236)
H (0.855, -0.954, -5.584)
C (-0.874, -0.635, -4.300)
C (1.383, -1.974, -3.739)
C (0.021, 0.553, 7.242)
C (0.894, 1.874, -0.433)
H (-3.663, 0.881, -0.364)
H (-4.916, -0.950, -0.412)
N (1.972, -2.628, 1.451)
H (3.269, 0.632, 6.430)
C (-6.647, -2.766, -1.674)
H (2.594, -4.249, -2.881)
H (-0.315, 1.543, 6.941)
P (1.977, 2.086, 8.239)
H (-7.790, -4.663, -2.062)
H (4.295, 5.554, 3.293)
C (-0.651, 1.248, -2.499)
H (-1.656, -3.064, -3.076)
H (2.967, -1.552, 4.309)
C (-1.369, -2.645, -2.083)
H (2.285, 1.071, 5.016)
C (-6.665, -1.289, -1.616)
H (-7.199, -2.122, -4.693)
P (-4.137, 0.025, -2.587)
C (0.715, 0.957, -1.712)
O (-2.486, -5.354, -0.430)
N (1.779, -1.903, 2.591)
C (3.946, -2.697, -3.750)
O (6.729, 5.376, 3.930)
C (-5.365, -3.584, -1.353)
O (-2.700, 0.510, -3.415)
H (4.458, -2.315, -1.239)
C (-9.169, -1.459, -2.251)
C (-4.990, -0.882, -4.053)
H (-1.334, -1.624, -4.579)
C (-1.439, -0.035, -2.945)
H (3.726, 2.024, 5.420)
H (4.584, 3.334, 7.189)
H (4.812, 6.330, 1.786)
C (3.188, -3.204, 1.558)
C (2.675, -2.350, -4.615)
O (0.774, 2.762, 8.838)
C (8.788, 3.301, 4.447)
H (-8.337, -0.759, -5.000)
C (2.887, 1.467, 5.836)
H (8.529, 6.356, 3.684)
H (4.942, 4.035, 8.776)
C (-7.993, -0.695, -1.901)
H (-8.102, 0.416, -1.868)
N (-1.899, -4.754, -1.273)
H (1.276, 0.146, -4.250)
C (0.674, -0.773, -4.481)
H (4.738, 2.281, 8.626)
H (-1.486, 0.446, 0.180)
H (-5.848, 0.533, -0.756)
C (4.390, 3.248, 8.262)
O (-2.124, -3.431, -1.094)
H (9.283, 2.605, 5.124)
O (2.074, 2.347, 6.618)
P (6.366, 3.842, 3.438)
H (-0.751, 0.080, 7.851)
H (-4.115, 2.091, -1.354)
C (-7.297, -1.129, -5.207)
H (4.410, -1.764, -3.346)
H (9.043, 3.032, 3.421)
C (-7.847, -3.550, -2.025)
H (-1.235, 0.063, -5.105)
O (5.597, 4.454, 2.057)
H (4.688, -3.173, -4.455)
O (3.825, -2.888, 2.733)
C (3.609, -3.049, -1.247)
H (7.863, 5.660, 2.189)
C (4.528, 5.381, 2.245)
H (-5.927, 0.549, -5.504)
H (-4.654, -3.639, -2.213)
H (0.834, 1.256, 0.507)
H (-5.631, -4.609, -0.967)
C (2.886, -2.077, 3.334)
H (2.420, -3.209, -5.294)
H (1.578, 1.209, -2.395)
H (1.954, 2.263, -0.451)
H (9.147, 4.310, 4.666)
H (-5.224, -1.963, -3.862)
H (-10.023, -3.505, -2.632)
S (3.808, -4.228, 0.184)
C (-6.247, -0.092, -4.635)
H (2.686, -2.456, -1.017)
H (-0.297, -2.780, -1.803)
H (-7.207, -1.278, -6.320)
H (0.811, -0.133, -1.471)
H (0.189, -0.049, 6.347)
H (3.646, 4.989, 1.739)
O (7.375, 3.221, 4.665)
H (4.394, -4.554, -2.683)
H (0.776, -2.914, -3.705)
N (-3.575, 1.227, -1.322)
O (2.992, 3.426, 8.527)
H (-10.140, -0.955, -2.488)

Results of the Mulliken charge analysis, in e, for atoms 1 through 99:
1 H 0.28
2 H 0.29
3 Cl -0.27
4 O -0.46
5 H 0.13
6 Cl -0.22
7 C 0.71
8 H -0.84
9 C -0.83
10 H 0.13
11 H 0.26
12 C -0.51
13 H 0.44
14 O -0.15
15 S -0.39
16 H 0.46
17 O -0.48
18 C -0.56
19 C -1.20
20 H 0.57
21 C -2.04
22 C 1.46
23 C -0.62
24 C -1.35
25 H 0.20
26 H 0.46
27 N -0.04
28 H 0.41
29 C 0.93
30 H 0.31
31 H 0.34
32 P 1.23
33 H 0.28
34 H 0.34
35 C -0.69
36 H 0.34
37 H 0.34
38 C -1.13
39 H 0.33
40 C 0.70
41 H 0.25
42 P 0.08
43 C 0.68
44 O -0.38
45 N -0.31
46 C -0.78
47 O -0.33
48 C -0.96
49 O -0.57
50 H 0.38
51 C -0.60
52 C -0.31
53 H 0.32
54 C 1.46
55 H 0.12
56 H 0.15
57 H 0.26
58 C 0.33
59 C -1.15
60 O -0.64
61 C -0.70
62 H 0.27
63 C -0.56
64 H 0.29
65 H 0.28
66 C -0.69
67 H 0.24
68 N -0.04
69 H 0.35
70 C -1.32
71 H 0.31
72 H 0.14
73 H 0.51
74 C -0.54
75 O -0.13
76 H 0.25
77 O -0.36
78 P 0.97
79 H 0.25
80 H 0.31
81 C -1.15
82 H 0.41
83 H 0.33
84 C -0.57
85 H 0.69
86 O -0.49
87 H 0.38
88 O -0.28
89 C -0.09
90 H 0.40
91 C -0.62
92 H 0.65
93 H 0.05
94 H 0.28
95 H 0.52
96 C 0.00
97 H 0.27
98 H 0.40
99 H 0.34

***

Which of these has the lowest net charge?
C32H60Cl2N4O13P3S2

***

Which of these has the lowest strongest force on any atom?
C32H59N4OP2SSr

***

Which value of net charge does entry 2 give?
-1